# 1
A 12-piece molecular cluster, C16H7Cl44NSSi overall, computed with ωB97M-V with the def2-TZVPD basis set.

Last column: natural (NBO) charge in e.
Atoms and positions in Å:
S (-3.15915, -0.68163, 4.94514)  -0.4341
Si (-4.36665, 0.26936, 3.44862)  1.0017
C (-3.43731, 0.26365, 1.82587)  -0.5013
C (-3.85368, -0.54878, 0.77444)  -0.1501
C (-3.09954, -0.54385, -0.38790)  -0.2597
C (-1.99476, 0.28276, -0.44394)  0.0378
N (-1.59846, 1.09826, 0.52689)  -0.4464
C (-2.31838, 1.07128, 1.64682)  0.0659
H (-1.98771, -0.59501, 4.30797)  0.1636
H (-5.62069, -0.49069, 3.29181)  -0.1596
H (-4.68078, 1.65094, 3.86487)  -0.1619
H (-4.72285, -1.18582, 0.87782)  0.2294
H (-3.35987, -1.16429, -1.23637)  0.2323
H (-1.40572, 0.30093, -1.35303)  0.2104
H (-1.98535, 1.72305, 2.44964)  0.2008
Cl (-2.64465, 3.11273, -1.07863)  0.0694
C (-3.22368, 4.39447, -2.14281)  -0.2261
Cl (-2.14897, 5.78960, -2.02295)  0.0556
Cl (-3.24633, 3.80773, -3.81103)  0.0467
Cl (-4.86024, 4.86607, -1.66620)  0.0477
Cl (2.47766, -2.97576, -0.16664)  0.0580
C (1.98225, -1.83500, -1.41435)  -0.2227
Cl (3.04464, -0.42586, -1.40646)  0.0584
Cl (2.05194, -2.62115, -2.99523)  0.0516
Cl (0.32192, -1.30970, -1.09449)  0.0445
Cl (-7.34018, 2.03436, -2.74630)  0.0643
C (-7.61558, 0.74540, -1.57443)  -0.2228
Cl (-8.52087, 1.38207, -0.19740)  0.0508
Cl (-8.52776, -0.56363, -2.32933)  0.0580
Cl (-6.05821, 0.13518, -1.00171)  0.0516
Cl (0.24128, -6.12632, -0.17214)  0.0558
C (1.74935, -6.91051, 0.31036)  -0.2260
Cl (2.79281, -7.10742, -1.09790)  0.0614
Cl (2.54582, -5.86210, 1.49151)  0.0444
Cl (1.41703, -8.48355, 1.03027)  0.0650
Cl (7.50329, -2.66688, 2.36836)  0.0650
C (5.82691, -2.15096, 2.53089)  -0.2240
Cl (5.51757, -0.77348, 1.47072)  0.0548
Cl (4.76281, -3.48509, 2.06533)  0.0437
Cl (5.49730, -1.69126, 4.20253)  0.0594
Cl (-2.42724, -4.81120, -1.49350)  0.0510
C (-2.92771, -5.56587, -3.01216)  -0.2281
Cl (-3.46257, -7.21659, -2.69647)  0.0630
Cl (-4.25306, -4.63612, -3.71596)  0.0581
Cl (-1.56064, -5.58851, -4.12694)  0.0629
Cl (1.72469, 4.98028, -0.82230)  0.0312
C (1.75687, 4.00923, 0.66069)  -0.2278
Cl (3.25940, 3.07635, 0.70807)  0.0423
Cl (1.69222, 5.08524, 2.06321)  0.0431
Cl (0.37904, 2.91303, 0.66464)  0.0908
Cl (7.60024, 4.45830, 0.44593)  0.0587
C (7.09908, 3.74075, -1.08660)  -0.2264
Cl (6.56793, 2.07543, -0.80740)  0.0451
Cl (5.78458, 4.68605, -1.78137)  0.0670
Cl (8.46598, 3.72726, -2.20710)  0.0528
Cl (4.50040, 9.21691, -3.62867)  0.0587
C (3.97327, 7.60228, -4.10711)  -0.2262
Cl (3.03846, 7.70589, -5.60035)  0.0583
Cl (5.38075, 6.56809, -4.36108)  0.0616
Cl (2.97352, 6.91278, -2.82069)  0.0495
Cl (8.50554, -5.32438, 0.73307)  0.0622
C (10.23268, -5.30072, 0.37594)  -0.2292
Cl (10.76115, -6.90765, -0.12907)  0.0579
Cl (10.54843, -4.14173, -0.91808)  0.0578
Cl (11.11954, -4.81718, 1.82652)  0.0531
Cl (-10.94328, 0.44159, 5.06433)  0.0595
C (-9.33749, 0.96519, 4.55089)  -0.2262
Cl (-9.00121, 2.57059, 5.20152)  0.0602
Cl (-8.13061, -0.17734, 5.14537)  0.0576
Cl (-9.27518, 1.02293, 2.78403)  0.0483

calculated total energy: -21604.630660 hartree
charge: 0
structure (SMILES): S[SiH2]c1cccnc1.ClC(Cl)(Cl)Cl.ClC(Cl)(Cl)Cl.ClC(Cl)(Cl)Cl.ClC(Cl)(Cl)Cl.ClC(Cl)(Cl)Cl.ClC(Cl)(Cl)Cl.ClC(Cl)(Cl)Cl.ClC(Cl)(Cl)Cl.ClC(Cl)(Cl)Cl.ClC(Cl)(Cl)Cl.ClC(Cl)(Cl)Cl
maximum force: 0.68 eV Å⁻¹


# 2
One molecule with the formula C16H9Cl3, computed with ωB97M-V with the def2-TZVPD basis set.

Last column: natural (NBO) charge in e.
Atoms and positions in Å:
Cl (-1.59921, -3.40070, -0.60528)  0.0138
C (-1.06223, -1.88011, 0.06755)  -0.0021
C (-1.50656, -1.57288, 1.36860)  -0.2081
C (-1.14593, -0.39853, 2.02644)  0.0193
C (-1.53708, -0.21343, 3.37004)  -0.2013
C (-1.19764, 0.96929, 4.03516)  -0.1991
C (-0.38682, 1.87934, 3.37466)  -0.1855
C (0.01997, 1.73087, 2.04391)  -0.0331
C (-0.34895, 0.55763, 1.35471)  -0.0803
C (0.05179, 0.32044, 0.01496)  0.0283
C (0.76053, 1.27294, -0.70997)  -0.0406
C (1.15921, 1.00760, -2.05501)  -0.1736
C (0.90433, -0.21801, -2.64247)  -0.2113
C (0.11370, -1.12641, -1.97824)  -0.1726
C (-0.32476, -0.89653, -0.62082)  -0.1008
C (1.00397, 2.65788, -0.08440)  -0.2087
Cl (2.66737, 3.19574, -0.52177)  -0.0504
C (0.94012, 2.72101, 1.43505)  -0.1981
Cl (0.66175, 4.40773, 2.09784)  -0.0526
H (-2.10524, -2.28877, 1.91807)  0.2232
H (-2.07009, -0.93803, 3.99356)  0.2199
H (-1.52981, 1.16933, 5.06581)  0.2218
H (-0.14643, 2.77284, 3.93030)  0.2262
H (1.69874, 1.74397, -2.61847)  0.2271
H (1.31026, -0.51312, -3.60400)  0.2224
H (-0.15107, -2.01878, -2.54012)  0.2271
H (0.26197, 3.36870, -0.47857)  0.2437
H (1.95733, 2.40707, 1.76872)  0.2453

charge: 0
structure (SMILES): Clc1cc2cccc3c2c2c(cccc12)[C@H](Cl)[C@H]3Cl
relative energy (zero: lowest compared OMol25 entry of this formula, charge and spin): 7.91 kcal/mol
maximum force: 3.78 eV Å⁻¹